{"formula": "C35H47Cl3InN4O5", "method": "wB97M-V/def2-TZVPD", "lumo_ev": [-4.445, -4.337], "total_charge": 1, "relative_energy_kcal_mol": 0.0, "e_homo_ev": [-10.22, -10.29], "gap_ev": [5.8, 6.0], "species": ["In", "C", "C", "C", "C", "C", "C", "C", "N", "C", "C", "C", "C", "C", "C", "O", "C", "C", "C", "C", "C", "C", "C", "C", "C", "O", "C", "C", "C", "C", "C", "C", "H", "H", "H", "H", "H", "H", "H", "H", "H", "H", "H", "H", "H", "H", "H", "H", "H", "H", "H", "H", "H", "H", "H", "H", "H", "H", "H", "H", "H", "H", "H", "H", "H", "H", "H", "H", "H", "H", "H", "H", "C", "N", "C", "C", "C", "N", "C", "O", "N", "H", "H", "H", "H", "H", "H", "H", "Cl", "C", "Cl", "Cl", "C", "O", "O"], "coordinates": [[-2.152325, -0.313594, 0.063289], [4.991070, -1.875453, 1.273636], [4.160702, -3.139175, 1.249110], [4.667810, -4.002267, 0.066807], [4.337385, -3.983322, 2.529336], [2.655659, -2.928764, 0.951569], [2.220175, -1.708561, 0.529887], [0.807368, -1.479473, 0.292190], [0.251411, -0.344603, -0.090831], [0.756912, 0.842677, -0.407641], [2.128980, 1.105199, -0.729576], [2.559859, 2.367632, -0.982738], [1.550543, 3.393795, -0.884442], [0.222865, 3.256998, -0.727364], [-0.184667, 1.936552, -0.375471], [-1.399245, 1.711080, -0.003041], [-0.789387, 4.369177, -0.820698], [-0.177570, 5.655855, -1.353629], [-1.335274, 4.730598, 0.563428], [-1.974566, 4.020066, -1.787606], [4.007117, 2.757384, -1.383285], [4.760005, 3.429626, -0.208165], [4.735219, 1.525836, -1.957727], [3.954182, 3.803343, -2.531232], [-0.170548, -2.582985, 0.570970], [-1.401370, -2.300857, 0.513132], [0.322238, -3.906061, 0.936924], [1.664131, -3.970145, 1.099491], [-0.633200, -5.069327, 1.162837], [0.183219, -6.350771, 1.598268], [-1.440988, -5.402642, -0.096856], [-1.554146, -4.656810, 2.323067], [6.075494, -2.080895, 1.148774], [4.882293, -1.218575, 2.164446], [4.737221, -1.230524, 0.409946], [5.749680, -4.015959, 0.168832], [4.323587, -3.564528, -0.905271], [4.255116, -4.992386, 0.150094], [5.394592, -4.215711, 2.765611], [3.880063, -4.962642, 2.480272], [3.964173, -3.430894, 3.391404], [2.993790, -0.975021, 0.361782], [2.762227, 0.248915, -0.909085], [1.948755, 4.387468, -1.123006], [0.716816, 5.922469, -0.721800], [-0.779318, 6.550456, -1.261465], [0.120157, 5.539829, -2.392596], [-0.479443, 5.107280, 1.124730], [-1.758196, 3.840546, 1.093501], [-2.108741, 5.498766, 0.480654], [-1.552360, 3.836503, -2.751818], [-2.631651, 4.889181, -1.917020], [-2.609692, 3.159903, -1.409492], [4.727789, 2.765621, 0.636073], [4.409205, 4.411836, 0.155398], [5.806827, 3.603544, -0.461963], [4.841225, 0.677086, -1.249224], [5.750408, 1.665740, -2.367869], [4.152387, 1.115329, -2.777011], [3.483971, 4.747377, -2.248864], [3.490021, 3.430416, -3.470220], [4.972997, 4.063170, -2.741427], [2.026946, -4.960102, 1.378359], [0.886574, -6.801048, 0.875271], [-0.572691, -7.159554, 1.844618], [0.670874, -6.216748, 2.580186], [-0.743172, -5.917990, -0.805995], [-1.683619, -4.480687, -0.632304], [-2.279929, -6.034456, 0.229875], [-0.965593, -4.317080, 3.158877], [-2.158717, -5.525552, 2.658143], [-2.281359, -3.883845, 2.103905], [-4.623908, 2.529605, 3.064341], [-4.879985, 2.271315, 1.645511], [-5.745748, 3.030028, 0.897286], [-5.890390, 2.826371, -0.430965], [-4.939531, 1.882613, -1.023364], [-4.097992, 1.248710, -0.243060], [-4.079089, 1.400464, 1.080117], [-3.273790, 0.655421, 1.753450], [-4.937273, 1.605138, -2.303442], [-5.185786, 3.402031, 3.401773], [-3.544345, 2.678258, 3.168265], [-4.900857, 1.679259, 3.653388], [-6.404756, 3.696633, 1.474011], [-6.640796, 3.362607, -0.967566], [-5.745059, 1.937835, -2.837490], [-4.303491, 0.884186, -2.709630], [-6.363630, -1.402043, -2.445666], [-5.091790, -2.530753, -2.085747], [-5.839236, -3.891666, -1.168025], [-4.287818, -3.132370, -3.528714], [-4.036333, -1.736908, -1.212166], [-4.166778, -1.701498, 0.019627], [-3.163936, -1.063473, -1.799917]], "forces_ev_per_a": [[-0.457, 0.024, -0.029], [0.429, 1.333, -0.130], [-0.627, -1.591, -0.415], [-0.359, 0.997, -0.298], [0.775, 0.503, 0.417], [-0.217, 1.173, 0.372], [-0.299, -0.641, -0.066], [0.756, -0.520, 0.000], [-1.113, -0.448, 0.364], [0.960, 0.536, 0.012], [0.041, -0.350, -0.474], [-0.234, 0.099, 0.498], [1.942, 1.372, -1.077], [-0.319, -0.777, 0.396], [-1.109, -0.534, 0.094], [0.260, -0.264, -0.356], [-1.609, 0.855, -0.249], [1.762, 0.213, 0.648], [-0.120, -1.025, 0.520], [-0.398, -0.509, 1.320], [-0.526, 0.695, -0.683], [0.064, -0.094, 0.014], [0.304, -0.881, 0.479], [-0.351, -0.297, -0.210], [0.333, 0.811, 0.013], [-0.277, -0.164, 0.018], [-0.105, 1.203, -0.651], [0.883, -1.225, 0.287], [0.930, -0.389, 0.451], [-1.584, -0.657, 0.913], [1.397, -0.070, -0.388], [-0.669, -1.023, 0.253], [-0.683, -0.141, 0.262], [-0.145, -0.624, -0.341], [0.324, -0.332, 0.281], [0.106, -0.333, -0.470], [0.624, -0.335, 0.691], [-0.027, -0.531, -0.109], [-0.292, 0.406, -0.427], [-0.437, -0.067, -0.102], [-0.186, -0.115, 0.103], [-0.688, 0.227, 0.209], [0.033, 0.246, 0.025], [-0.415, -0.356, 0.259], [-0.582, -0.260, -0.781], [-0.713, -0.160, -0.061], [0.229, 0.121, -0.117], [-0.247, 0.125, 0.380], [0.329, 0.718, -0.386], [0.138, -0.027, 0.041], [0.092, -0.547, -0.783], [0.167, -0.042, 0.264], [0.972, 0.959, -0.609], [0.145, -0.343, 0.560], [-0.433, -0.430, -0.515], [0.024, -0.204, -0.176], [-0.068, 0.603, -0.035], [-0.422, 0.574, 0.353], [-0.200, 0.042, -0.216], [-0.114, -0.172, 0.026], [0.186, 0.115, 0.664], [0.646, 0.117, -0.358], [0.143, 0.337, -0.018], [-0.327, 0.588, 0.128], [0.669, 0.817, -0.545], [0.104, 0.207, -0.489], [-0.813, -0.061, 0.552], [-0.764, -0.228, 0.277], [0.103, 0.311, -0.695], [0.260, 0.064, 0.462], [0.434, 0.306, -0.142], [0.103, 0.182, -0.430], [0.204, 0.567, 0.054], [-0.783, 1.795, 1.552], [-0.798, -0.356, 0.110], [1.142, -0.482, 0.480], [-1.040, 0.459, 1.202], [0.706, -0.553, -0.241], [1.803, -2.317, -0.728], [-0.629, 0.801, -0.702], [-0.280, -0.223, -1.944], [0.131, -0.080, -0.185], [-0.294, 0.143, 0.185], [-0.183, -0.496, 0.272], [0.534, -0.285, -0.376], [-0.166, 0.174, -0.445], [0.867, -0.315, 0.032], [-0.860, 0.797, 0.671], [-0.507, 0.555, -0.408], [0.793, -0.585, 1.000], [0.618, 0.521, -0.322], [-0.192, -0.044, -0.067], [-1.361, -0.427, 1.122], [0.178, -0.306, -0.086], [1.382, 0.548, -0.955]], "mulliken_charge": [2.700, -1.387, 1.855, -1.557, -1.774, -1.721, 0.719, -0.479, -0.296, -0.717, -0.019, -0.971, 0.293, -0.201, 0.600, -0.763, 2.138, -2.161, -1.565, -1.460, 1.862, -1.692, -1.639, -1.787, 1.291, -0.852, -1.298, 0.193, 2.385, -2.052, -1.450, -1.562, 0.426, 0.345, 0.264, 0.484, 0.296, 0.392, 0.411, 0.398, 0.416, 0.458, 1.122, -0.073, 0.442, 0.404, 0.411, 0.404, 0.133, 0.456, 0.463, 0.465, 0.071, 0.392, 0.302, 0.463, 0.080, 0.396, 0.433, 0.429, 0.342, 0.502, 0.332, 0.379, 0.377, 0.452, 0.351, 0.231, 0.399, 0.399, 0.468, 0.227, -0.893, 0.172, -0.210, -1.232, 0.603, 0.179, 0.178, -0.865, -0.207, 0.360, 0.325, 0.285, 0.418, 0.486, 0.236, 0.225, -0.131, 0.688, -0.122, -0.117, 0.234, -0.577, -0.812]}